1.
This record from the Open Molecules 2025 dataset describes 7 unconnected molecules or ions with the total composition C30H57IN6O7P3 in a non-equilibrium geometry. The level of theory is ωB97M-V with the def2-TZVPD basis set.

```
104
Properties=species:S:1:pos:R:3
O -0.773 5.922 1.693
C -1.580 4.974 1.899
O -2.636 4.808 0.971
C -1.356 4.035 3.198
C -2.442 2.865 3.327
C -1.854 1.361 3.312
C -0.573 1.133 2.385
C 0.912 1.259 3.051
O 1.785 0.796 1.955
P 1.002 1.286 0.472
I 0.589 -1.050 -0.397
P 1.647 3.420 0.559
P 2.971 3.886 -1.109
O 4.151 4.801 -0.713
O 3.611 2.469 -1.865
O 2.073 4.687 -2.359
O -0.638 1.589 0.986
H -2.739 3.866 0.701
H -1.541 4.746 4.091
H -0.270 3.711 3.281
H -2.985 2.992 4.340
H -3.277 2.921 2.540
H -1.708 0.963 4.383
H -2.689 0.694 2.870
H -0.610 -0.015 2.218
H 1.331 2.309 3.225
H 0.939 0.664 4.022
H 2.308 1.082 -0.097
H 0.559 1.645 -0.871
H 0.447 4.190 0.291
H 3.183 2.414 -2.757
H 1.221 4.921 -1.919
C 3.971 -4.804 -1.084
C 3.179 -5.468 -2.207
C 1.920 -4.688 -2.588
C 1.004 -4.587 -1.404
N 0.286 -4.508 -0.474
H 3.390 -4.748 -0.160
H 4.874 -5.379 -0.866
H 4.272 -3.791 -1.363
H 2.907 -6.483 -1.897
H 3.821 -5.562 -3.088
H 1.395 -5.194 -3.402
H 2.179 -3.681 -2.926
C 1.197 -6.569 5.182
C 0.670 -6.876 3.783
C 0.991 -5.774 2.771
C 0.360 -4.483 3.203
N -0.134 -3.468 3.539
H 0.736 -5.670 5.597
H 0.970 -7.394 5.862
H 2.281 -6.426 5.169
H -0.413 -7.025 3.838
H 1.108 -7.817 3.437
H 0.606 -6.045 1.784
H 2.072 -5.634 2.686
C -1.201 5.622 -6.409
C -0.323 4.384 -6.256
C -0.809 3.442 -5.153
C -0.798 4.153 -3.832
N -0.789 4.712 -2.796
H -1.197 6.233 -5.503
H -0.833 6.250 -7.225
H -2.235 5.344 -6.633
H 0.703 4.701 -6.047
H -0.305 3.842 -7.206
H -0.158 2.567 -5.092
H -1.825 3.095 -5.364
C -5.370 -6.831 -0.526
C -4.303 -5.929 0.088
C -3.176 -5.588 -0.890
C -2.488 -6.850 -1.332
N -1.953 -7.842 -1.679
H -4.957 -7.800 -0.820
H -6.166 -7.024 0.197
H -5.817 -6.364 -1.409
H -3.889 -6.422 0.973
H -4.774 -5.002 0.427
H -2.446 -4.931 -0.409
H -3.572 -5.069 -1.767
C 6.049 5.150 -3.435
C 7.118 6.045 -2.820
C 8.245 6.389 -3.798
C 8.934 5.134 -4.251
N 9.475 4.149 -4.606
H 6.458 4.181 -3.736
H 5.254 4.957 -2.711
H 5.601 5.623 -4.316
H 7.532 5.546 -1.938
H 6.650 6.971 -2.475
H 8.976 7.042 -3.314
H 7.848 6.914 -4.671
C -6.074 0.616 2.719
C -6.268 -0.679 3.493
C -6.657 -0.437 4.962
C -5.562 0.339 5.675
N -4.708 0.946 6.239
H -5.256 1.208 3.138
H -5.822 0.404 1.677
H -6.983 1.225 2.731
H -5.345 -1.265 3.449
H -7.048 -1.271 3.005
H -6.800 -1.393 5.473
H -7.593 0.125 5.024
```

Output
- lowest unoccupied orbital energy (eV) = 1.93
- relative energy (zero: lowest compared OMol25 entry of this formula, charge and spin) (kcal per mole) = 99.00
- total energy (eV) = -91274.324
- gap between HOMO and LUMO (hartree) = 0.2274
- total charge = -1

Mulliken atomic charge list, values in e, 99 entries: number 1, O, carries -0.546; number 2, C, carries 0.438; number 3, O, carries -0.504; number 4, C, carries -0.083; number 5, C, carries -0.403; number 6, C, carries -0.401; number 7, C, carries 0.032; number 8, C, carries -0.536; number 9, O, carries -0.531; number 10, P, carries 0.265; number 11, I, carries -0.278; number 12, P, carries -0.063; number 13, P, carries 0.860; number 14, O, carries -0.703; number 15, O, carries -0.511; number 16, O, carries -0.516; number 17, O, carries -0.415; number 18, H, carries 0.354; number 19, H, carries 0.411; number 20, H, carries -0.082; number 21, H, carries 0.191; number 22, H, carries 0.171; number 23, H, carries 0.276; number 24, H, carries 0.082; number 25, H, carries 0.257; number 26, H, carries 0.233; number 27, H, carries 0.346; number 28, H, carries 0.068; number 29, H, carries 0.020; number 30, H, carries -0.149; number 31, H, carries 0.289; number 32, H, carries 0.275; number 33, C, carries -0.978; number 34, C, carries -0.458; number 35, C, carries -0.226; number 36, C, carries -0.088; number 37, N, carries -0.151; number 38, H, carries 0.206; number 39, H, carries 0.332; number 40, H, carries 0.304; number 41, H, carries 0.274; number 42, H, carries 0.310; number 43, H, carries 0.282; number 44, H, carries 0.267; number 45, C, carries -1.176; number 46, C, carries -0.527; number 47, C, carries 0.023; number 48, C, carries 0.164; number 49, N, carries -0.461; number 50, H, carries 0.348; number 51, H, carries 0.341; number 52, H, carries 0.293; number 53, H, carries 0.293; number 54, H, carries 0.354; number 55, H, carries 0.083; number 56, H, carries 0.248; number 57, C, carries -1.108; number 58, C, carries -0.423; number 59, C, carries -0.295; number 60, C, carries 0.331; number 61, N, carries -0.562; number 62, H, carries 0.335; number 63, H, carries 0.325; number 64, H, carries 0.291; number 65, H, carries 0.280; number 66, H, carries 0.314; number 67, H, carries 0.246; number 68, H, carries 0.306; number 69, C, carries -1.142; number 70, C, carries -0.475; number 71, C, carries -0.135; number 72, C, carries 0.222; number 73, N, carries -0.518; number 74, H, carries 0.343; number 75, H, carries 0.335; number 76, H, carries 0.290; number 77, H, carries 0.273; number 78, H, carries 0.317; number 79, H, carries 0.170; number 80, H, carries 0.304; number 81, C, carries -0.624; number 82, C, carries -0.403; number 83, C, carries -0.429; number 84, C, carries 0.271; number 85, N, carries -0.463; number 86, H, carries 0.346; number 87, H, carries -0.094; number 88, H, carries 0.304; number 89, H, carries 0.270; number 90, H, carries 0.304; number 91, H, carries 0.297; number 92, H, carries 0.271; number 93, C, carries -0.885; number 94, C, carries -0.436; number 95, C, carries -0.429; number 96, C, carries 0.304; number 97, N, carries -0.469; number 98, H, carries 0.041; number 99, H, carries 0.329

***

2.
This record from the Open Molecules 2025 dataset describes a molecular structure, C30H58BeCl4FN2O6S in a non-equilibrium geometry. The level of theory is ωB97M-V with the def2-TZVPD basis set.

```
103
Properties=species:S:1:pos:R:3
C 10.633 -0.803 1.937
C 9.389 -0.817 2.847
C 8.073 -0.605 2.110
C 7.812 0.827 1.719
C 6.338 1.130 1.511
C 5.697 0.206 0.485
C 4.788 -0.868 1.097
C 4.333 -1.858 0.015
C 2.846 -1.833 -0.285
C 1.958 -1.998 0.948
C 0.592 -2.564 0.594
C -0.400 -2.274 1.698
C -1.836 -2.615 1.325
C -2.714 -2.249 2.509
N -4.043 -2.939 2.569
C -3.919 -4.332 3.113
C -3.932 -4.362 4.647
O -3.628 -3.133 5.256
C -4.339 -2.002 4.793
C -5.001 -2.183 3.443
C -5.461 -0.801 2.879
C -5.146 -0.466 1.393
C -4.511 0.931 1.184
S -2.908 0.808 0.322
H 11.247 -1.667 2.162
H 11.234 0.077 2.127
H 10.357 -0.856 0.896
H 9.470 -0.022 3.582
H 9.341 -1.759 3.381
H 7.277 -0.860 2.819
H 7.992 -1.235 1.230
H 8.283 1.468 2.464
H 8.318 1.042 0.670
H 6.268 2.146 1.140
H 5.865 1.070 2.493
H 6.454 -0.286 -0.120
H 5.036 0.814 -0.123
H 3.956 -0.335 1.549
H 5.292 -1.402 1.897
H 4.867 -1.592 -0.895
H 4.672 -2.860 0.254
H 2.633 -2.643 -0.987
H 2.603 -0.887 -0.770
H 1.790 -1.006 1.361
H 2.455 -2.550 1.740
H 0.721 -3.641 0.481
H 0.252 -2.153 -0.353
H -0.131 -2.843 2.583
H -0.345 -1.205 1.899
H -2.150 -2.043 0.466
H -1.899 -3.670 1.055
H -2.174 -2.437 3.424
H -2.905 -1.187 2.420
H -4.441 -3.035 1.640
H -3.067 -4.843 2.690
H -4.798 -4.863 2.765
H -4.857 -4.787 5.030
H -3.149 -5.040 4.959
H -5.090 -1.703 5.519
H -3.627 -1.186 4.722
H -5.874 -2.813 3.583
H -5.078 -0.048 3.558
H -6.536 -0.751 2.983
H -6.095 -0.461 0.869
H -4.528 -1.190 0.887
H -5.132 1.575 0.578
H -4.347 1.443 2.122
H -2.641 -0.486 0.349
N -3.853 1.647 -3.044
C -4.830 0.737 -3.327
C -5.278 0.979 -4.611
C -4.537 2.070 -5.110
C -3.659 2.461 -4.117
H -3.354 1.701 -2.172
H -5.127 -0.001 -2.600
H -6.050 0.430 -5.122
H -4.626 2.524 -6.082
H -2.922 3.246 -4.092
C -2.981 7.315 -4.800
C -3.583 6.897 -6.140
C -2.578 5.858 -6.619
O -2.042 5.237 -5.445
C -2.421 5.995 -4.290
H -3.700 7.761 -4.115
H -2.172 8.031 -4.958
H -4.559 6.433 -5.983
H -3.707 7.719 -6.842
H -1.755 6.326 -7.168
H -3.026 5.094 -7.254
H -3.186 5.432 -3.742
H -1.555 6.122 -3.641
C -0.700 -3.265 -3.358
Cl -1.402 -4.330 -2.157
Cl -1.532 -1.725 -3.415
Cl 1.034 -3.022 -2.901
H -0.738 -3.726 -4.336
F 8.843 0.042 -0.513
O 1.448 3.337 0.517
Cl 0.278 2.524 0.349
O -0.913 3.331 0.430
O 0.245 1.498 1.374
O 0.323 1.875 -0.949
Be 2.477 -1.044 -2.977
```

Output
- lowest unoccupied orbital energy (eV) = -8.09
- total energy (eV) = -111334.004
- gap between HOMO and LUMO (hartree) = 0.0525
- total charge = +1

Mulliken atomic charge list, values in e, 99 entries: number 1, C, carries -1.113; number 2, C, carries -0.697; number 3, C, carries -0.404; number 4, C, carries -0.514; number 5, C, carries -0.861; number 6, C, carries -1.026; number 7, C, carries -0.246; number 8, C, carries -1.301; number 9, C, carries 0.001; number 10, C, carries -0.845; number 11, C, carries -0.315; number 12, C, carries -0.790; number 13, C, carries -0.728; number 14, C, carries -1.371; number 15, N, carries 0.149; number 16, C, carries -0.446; number 17, C, carries -0.494; number 18, O, carries -0.411; number 19, C, carries -1.179; number 20, C, carries 0.059; number 21, C, carries -1.264; number 22, C, carries -0.812; number 23, C, carries -0.860; number 24, S, carries 0.099; number 25, H, carries 0.338; number 26, H, carries 0.271; number 27, H, carries 0.317; number 28, H, carries 0.375; number 29, H, carries 0.367; number 30, H, carries 0.312; number 31, H, carries 0.366; number 32, H, carries 0.463; number 33, H, carries 0.310; number 34, H, carries 0.348; number 35, H, carries 0.407; number 36, H, carries 0.599; number 37, H, carries 0.458; number 38, H, carries 0.394; number 39, H, carries 0.277; number 40, H, carries 0.367; number 41, H, carries 0.451; number 42, H, carries 0.513; number 43, H, carries 0.009; number 44, H, carries 0.431; number 45, H, carries 0.356; number 46, H, carries 0.325; number 47, H, carries 0.134; number 48, H, carries 0.368; number 49, H, carries 0.338; number 50, H, carries 0.241; number 51, H, carries 0.323; number 52, H, carries 0.762; number 53, H, carries 0.658; number 54, H, carries 0.497; number 55, H, carries 0.338; number 56, H, carries 0.509; number 57, H, carries 0.301; number 58, H, carries 0.384; number 59, H, carries 0.502; number 60, H, carries 0.493; number 61, H, carries 0.633; number 62, H, carries 0.584; number 63, H, carries 0.410; number 64, H, carries 0.572; number 65, H, carries 0.607; number 66, H, carries 0.470; number 67, H, carries 0.383; number 68, H, carries -0.477; number 69, N, carries 0.284; number 70, C, carries -0.344; number 71, C, carries -0.809; number 72, C, carries -0.427; number 73, C, carries -0.677; number 74, H, carries 0.103; number 75, H, carries 0.386; number 76, H, carries 0.404; number 77, H, carries 0.438; number 78, H, carries 0.642; number 79, C, carries -0.575; number 80, C, carries -0.527; number 81, C, carries -0.382; number 82, O, carries -0.387; number 83, C, carries -0.362; number 84, H, carries 0.340; number 85, H, carries 0.268; number 86, H, carries 0.254; number 87, H, carries 0.342; number 88, H, carries 0.261; number 89, H, carries 0.246; number 90, H, carries 0.245; number 91, H, carries 0.305; number 92, C, carries -0.183; number 93, Cl, carries -0.067; number 94, Cl, carries -0.015; number 95, Cl, carries -0.100; number 96, H, carries 0.473; number 97, F, carries -0.447; number 98, O, carries -0.691; number 99, Cl, carries 1.631